A cluster of 10 separate species, H20O10 in total at a distorted geometry. Source: the Open Molecules 2025 dataset; level of theory: ωB97M-V/def2-TZVPD.

XYZ file:
```
30
Properties=species:S:1:pos:R:3:nbo_charge:R:1
O 2.15624 -0.68403 3.08902 -0.96
H 1.89189 -0.94905 3.91551 0.46
H 1.61516 -1.13194 2.39663 0.50
O -0.41458 0.70931 -2.84646 -0.98
H -0.53443 0.54001 -1.89951 0.48
H -0.76251 1.56671 -2.93480 0.46
O -0.28565 -3.07515 -1.00153 -0.97
H -0.05845 -4.03709 -0.93413 0.50
H -1.21613 -2.96468 -1.29592 0.51
O -0.55016 0.16311 -0.26461 -1.02
H 0.22289 -0.39075 -0.06497 0.50
H -0.20312 1.07145 -0.35504 0.49
O 1.51378 -2.35283 -2.81437 -0.97
H 1.82194 -1.46755 -2.68782 0.46
H 0.95516 -2.53404 -2.02534 0.48
O 0.76326 2.41623 -0.42849 -0.94
H 1.07751 2.75869 -1.23571 0.49
H 0.62565 3.17994 0.15432 0.49
O -0.76060 2.29880 2.29199 -0.95
H -0.64846 1.98984 3.19593 0.49
H -1.01282 3.19110 2.28057 0.46
O 1.65847 -1.26795 0.28940 -0.95
H 2.46390 -1.12366 -0.20313 0.50
H 1.26099 -2.06627 0.05636 0.49
O -2.77957 2.28585 -1.69978 -0.95
H -3.21352 1.47073 -1.38129 0.48
H -2.40293 2.70413 -0.96811 0.46
O -0.75515 -0.96852 2.58937 -0.97
H -0.78200 -0.30803 1.87849 0.50
H -1.64677 -1.02437 2.90343 0.47
```

- energy relative to the best compared isomer or geometry (same formula, charge and spin) (eV) = 3.0691
- F_max (eV Å⁻¹) = 3.9
- LUMO energy (hartree) = 0.0025
- frontier orbital gap (eV) = 10.39
- HOMO energy (eV) = -10.33
- E (Eh) = -764.3691
- spin multiplicity = 1
- SMILES string = O.O.O.O.O.O.O.O.O.O
- charge = 0

---

A cluster of 5 separate species, C36H84B3F3N4O15 in total at a distorted geometry. Source: the Open Molecules 2025 dataset; level of theory: ωB97M-V/def2-TZVPD.

XYZ file:
```
145
Properties=species:S:1:pos:R:3:lowdin_charge:R:1
C 2.41955 -1.87360 3.58977 -0.09
C 2.00115 -2.30805 2.06139 -0.25
O 0.68193 -1.79913 1.65010 -0.25
C 0.53840 -1.95223 0.17845 -0.15
C 0.73068 -0.46585 -0.56292 -0.16
O 0.12898 0.63049 0.23137 -0.19
C 1.21395 1.37022 0.93095 -0.14
C 0.72859 1.95457 2.41884 -0.14
O -0.74067 2.01230 2.53668 -0.20
C -1.21952 0.80929 3.23498 -0.07
B -2.82159 1.03524 3.60616 -0.26
O -3.63489 -0.22886 3.70093 0.12
B -4.75406 0.04874 2.73320 -0.35
C -5.01534 -0.79287 1.34175 -0.06
C -5.48945 -2.34784 1.55170 -0.20
O -4.25186 -3.17182 1.62065 -0.14
O -5.61774 1.22149 3.11623 0.13
B -4.66586 2.37639 2.94680 -0.36
C -5.06758 3.47552 1.79207 -0.06
C -4.01583 4.72145 1.61976 -0.07
C -3.11257 4.62493 0.21543 -0.21
F -2.14014 3.50005 0.23232 0.02
F -2.46611 5.96472 0.06773 -0.01
F -3.98000 4.45658 -1.00156 -0.02
O -3.45068 2.39067 3.79194 0.17
H 3.41914 -2.41590 3.93925 0.09
H 2.62368 -0.70323 3.69798 0.07
H 1.60140 -2.13029 4.40683 0.08
H 2.78825 -1.82876 1.30394 0.13
H 1.96384 -3.48684 1.93490 0.13
H -0.47165 -2.47471 -0.13716 0.13
H 1.41363 -2.67584 -0.16286 0.12
H 1.87864 -0.25917 -0.80267 0.14
H 0.20940 -0.55887 -1.62853 0.12
H 1.62887 2.28290 0.29693 0.13
H 2.13282 0.64939 1.17091 0.12
H 1.21721 1.30955 3.26649 0.11
H 1.17463 3.04398 2.51277 0.13
H -1.16884 -0.07950 2.44312 0.14
H -0.59092 0.49203 4.16958 0.14
H -3.97746 -0.79111 0.75189 0.14
H -5.75642 -0.13798 0.69038 0.13
H -6.07001 -2.67157 0.56543 0.13
H -6.14738 -2.40084 2.51799 0.14
H -4.03175 -3.52355 0.70726 0.11
H -6.17255 3.84739 1.95000 0.13
H -5.07252 2.88667 0.75460 0.14
H -3.34634 4.82730 2.57475 0.14
H -4.68039 5.69929 1.47436 0.14
C 0.67008 2.58693 -7.47742 -0.12
O 0.98157 3.55001 -6.48028 -0.20
C -0.02889 4.56079 -6.33488 -0.20
C -0.76518 4.40423 -4.99468 -0.20
N -1.61198 3.20806 -4.98869 -0.05
C -2.11862 2.84664 -3.66085 -0.19
C -1.08231 2.47234 -2.58080 -0.21
O -0.38710 1.25060 -2.83884 -0.22
C 0.73217 1.38110 -3.70583 -0.10
H 1.56140 1.97871 -7.64996 0.08
H -0.13392 1.92843 -7.14536 0.07
H 0.39192 3.06708 -8.41901 0.09
H -0.72858 4.56979 -7.17870 0.12
H 0.49016 5.52281 -6.33601 0.12
H -1.38974 5.28805 -4.82169 0.12
H -0.00683 4.35855 -4.20639 0.10
H -1.07662 2.42143 -5.34597 0.07
H -2.78235 1.98471 -3.80356 0.12
H -2.74267 3.66692 -3.28670 0.11
H -1.63603 2.30404 -1.64986 0.10
H -0.37992 3.28500 -2.36550 0.11
H 1.22999 2.34808 -3.60559 0.09
H 0.42190 1.21191 -4.73839 0.06
H 1.45041 0.59557 -3.45440 0.08
C -0.34557 -2.45101 -10.20015 -0.11
O 0.86774 -2.25018 -9.48854 -0.20
C 0.89323 -1.01802 -8.75033 -0.20
C 0.83943 -1.28928 -7.23827 -0.20
N -0.47692 -1.79064 -6.83355 -0.05
C -0.51256 -2.33074 -5.47066 -0.19
C 0.37006 -3.55960 -5.16827 -0.21
O -0.04315 -4.75274 -5.83777 -0.18
C 0.43733 -4.87761 -7.17006 -0.10
H -0.20658 -3.30172 -10.87180 0.09
H -1.16360 -2.68491 -9.51722 0.07
H -0.60232 -1.57486 -10.80095 0.09
H 0.09757 -0.33218 -9.06374 0.12
H 1.84574 -0.53488 -8.98311 0.12
H 1.05207 -0.35974 -6.69801 0.10
H 1.62874 -2.01136 -7.00558 0.10
H -0.76089 -2.52874 -7.47199 0.07
H -1.55529 -2.60806 -5.27155 0.12
H -0.25952 -1.52863 -4.76718 0.11
H 0.26696 -3.77281 -4.09800 0.12
H 1.43627 -3.36795 -5.33129 0.11
H 1.41928 -4.41931 -7.30660 0.09
H -0.28748 -4.45181 -7.86608 0.07
H 0.51828 -5.94294 -7.40386 0.09
C -2.03517 -2.86893 4.17903 -0.10
O -1.21943 -3.29887 5.26003 -0.21
C -1.85430 -3.15326 6.54049 -0.20
C -2.19673 -4.52806 7.13669 -0.21
N -3.28379 -5.17412 6.39586 -0.06
C -3.46974 -6.58985 6.72995 -0.20
C -2.30228 -7.55224 6.42763 -0.22
O -2.04464 -7.73605 5.03393 -0.18
C -1.22115 -6.73505 4.44970 -0.10
H -1.41521 -2.83705 3.27970 0.09
H -2.85314 -3.56971 4.00552 0.07
H -2.43546 -1.86787 4.35833 0.07
H -2.73719 -2.50528 6.49250 0.12
H -1.12876 -2.66193 7.19402 0.12
H -2.49945 -4.40165 8.18240 0.12
H -1.28466 -5.13314 7.11273 0.10
H -3.09074 -5.10859 5.40014 0.07
H -4.34408 -6.93261 6.16261 0.12
H -3.73143 -6.66975 7.79176 0.11
H -2.59445 -8.53912 6.80481 0.12
H -1.38431 -7.28922 6.96452 0.11
H -0.48536 -6.33522 5.15089 0.09
H -1.84282 -5.93478 4.04451 0.07
H -0.68686 -7.18335 3.60726 0.09
C 4.56062 6.42144 3.71888 -0.11
O 5.87715 6.03056 3.35449 -0.20
C 6.58657 5.37342 4.41691 -0.20
C 6.78214 3.88233 4.09879 -0.21
N 5.51262 3.15291 4.16351 -0.05
C 5.57704 1.79933 3.60301 -0.19
C 5.91129 1.66489 2.10276 -0.21
O 4.89383 2.16414 1.23208 -0.20
C 4.95020 3.56614 1.00258 -0.10
H 4.17020 7.06976 2.93059 0.09
H 3.90556 5.55302 3.80278 0.07
H 4.55878 6.98018 4.65820 0.09
H 6.09986 5.51613 5.38873 0.12
H 7.56948 5.84813 4.47564 0.12
H 7.48324 3.44908 4.82121 0.12
H 7.22918 3.81484 3.10171 0.10
H 4.80554 3.67248 3.65057 0.06
H 4.59274 1.34449 3.77065 0.11
H 6.29893 1.21200 4.18284 0.12
H 5.98379 0.59297 1.88527 0.12
H 6.88901 2.08669 1.84537 0.11
H 5.97126 3.95349 1.02058 0.09
H 4.32735 4.08579 1.73272 0.07
H 4.52246 3.76668 0.01620 0.09
```

- energy relative to the best compared isomer or geometry (same formula, charge and spin) (eV) = 7.9123
- F_max (eV Å⁻¹) = 5.1
- LUMO energy (hartree) = 0.0116
- frontier orbital gap (eV) = 8.72
- HOMO energy (eV) = -8.41
- E (Eh) = -3143.5681
- spin multiplicity = 1
- SMILES string = CCOCCOCCOCB1OB(CCO)OB(CCC(F)(F)F)O1.COCCNCCOC.COCCNCCOC.COCCNCCOC.COCCNCCOC
- charge = 0

---

A cluster of 5 separate species, C24H29IN5O4P in total at a distorted geometry. Source: the Open Molecules 2025 dataset; level of theory: ωB97M-V/def2-TZVPD.

XYZ file:
```
64
Properties=species:S:1:pos:R:3:nbo_charge:R:1
C -2.54375 -1.69878 1.22195 -0.61
C -3.07835 -1.64934 -0.21568 -0.48
C -2.71044 -0.38138 -1.00032 0.04
I -4.45398 0.17369 -2.19369 0.06
O -2.44231 0.75544 -0.20277 -0.51
C -1.17358 0.88472 0.10089 0.99
O -0.31586 0.13283 -0.18220 -0.61
O -0.96229 2.00749 0.82116 -0.77
P -0.05079 1.63664 2.25092 1.42
N -1.28920 1.60656 3.44533 -1.16
O 0.86862 2.95064 2.55951 -0.97
H -3.24025 -2.23543 1.85606 0.22
H -1.60144 -2.22871 1.30255 0.22
H -2.39700 -0.72652 1.68137 0.19
H -4.14185 -1.81791 -0.17465 0.25
H -2.63224 -2.47797 -0.75382 0.22
H -1.95112 -0.59041 -1.73388 0.22
H -1.06186 0.78983 4.00601 0.40
H -2.15918 1.39249 2.96370 0.39
H 1.77046 2.65425 2.39014 0.51
C 1.50280 0.04109 -3.30851 -0.16
C 1.51506 1.10931 -2.42864 -0.25
C 2.44090 2.11992 -2.63960 0.03
N 3.32380 2.12274 -3.63855 -0.44
C 3.29545 1.08427 -4.47258 0.03
C 2.41022 0.02436 -4.35496 -0.27
H 0.79511 -0.76875 -3.17950 0.21
H 0.82495 1.15669 -1.60126 0.24
H 2.48514 2.97843 -1.97683 0.19
H 4.02554 1.11134 -5.27510 0.19
H 2.43273 -0.79174 -5.06432 0.22
C -8.05055 -5.01212 -1.77165 -0.17
C -7.60197 -3.84513 -2.36664 -0.26
C -6.62108 -3.11105 -1.71734 0.03
N -6.08672 -3.46361 -0.54870 -0.43
C -6.53217 -4.58855 0.00906 0.04
C -7.50556 -5.39591 -0.55753 -0.26
H -8.81449 -5.61438 -2.24699 0.22
H -8.00220 -3.50973 -3.31352 0.22
H -6.23612 -2.19097 -2.14608 0.20
H -6.08001 -4.84809 0.96033 0.19
H -7.82768 -6.30028 -0.05994 0.22
C 1.47819 -2.28446 7.65292 -0.17
C 2.25389 -2.45271 6.51820 -0.26
C 2.03047 -1.61219 5.43897 0.04
N 1.10825 -0.65152 5.42819 -0.43
C 0.37055 -0.50588 6.52893 0.03
C 0.51498 -1.28985 7.66268 -0.26
H 1.62235 -2.91963 8.51771 0.22
H 3.01614 -3.21801 6.46951 0.22
H 2.61595 -1.70540 4.53083 0.20
H -0.37318 0.28382 6.49167 0.19
H -0.11096 -1.12461 8.52872 0.22
C 7.68054 4.15935 -4.04514 -0.18
C 7.97550 5.49900 -3.85014 -0.27
C 6.96761 6.33216 -3.39117 0.03
N 5.72807 5.92041 -3.12914 -0.42
C 5.46257 4.62798 -3.32479 0.04
C 6.39842 3.71034 -3.77720 -0.25
H 8.44046 3.47481 -4.40152 0.21
H 8.96435 5.88987 -4.04866 0.22
H 7.15371 7.38744 -3.22125 0.19
H 4.44884 4.31974 -3.10767 0.21
H 6.12655 2.67334 -3.91534 0.22
```

- F_max (eV Å⁻¹) = 2.5
- LUMO energy (hartree) = 0.0126
- frontier orbital gap (eV) = 9.00
- HOMO energy (eV) = -8.66
- E (Eh) = -2145.7393
- spin multiplicity = 1
- SMILES string = CC[C@@H](I)OC(=O)OP(N)O.c1ccncc1.c1ccncc1.c1ccncc1.c1ccncc1
- charge = 0